ORCA calculation (ωB97M-V with the def2-TZVPD basis set) on a cluster of 2 separate species, CH3IS in total in a non-equilibrium geometry.

Bonds (Å) are listed after each position.
Cartesian coordinates (Å):
1 C -0.851 0.246 -0.832  I3 2.097, H4 1.124, H5 1.113
2 S 2.025 -0.397 0.501  H6 1.261
3 I -2.300 0.655 0.628  C1 2.097
4 H -0.101 1.043 -1.090  C1 1.124
5 H -0.610 -0.836 -0.915  C1 1.113
6 H 1.836 -0.710 1.708  S2 1.261

ΔE to the lowest compared entry with this formula, charge and spin	69.5	kcal per mole
electronic energy	-735.64433	Ha
LUMO (alpha / beta)	-2.4 / -0.6	eV
highest occupied orbital energy (alpha / beta)	-8.645 / -9.932	eV
spin multiplicity	1
frontier orbital gap (alpha / beta)	6.27 / 9.28	eV